No. 1
ORCA calculation (ωB97M-V/def2-TZVPD) on a molecular structure, C18H14ClCoO4PS at a distorted geometry.

The geometry in ORCA input format:
```
! wB97M-V def2-TZVPD RIJCOSX def2/J DEFGRID3
* xyz 0 2
Co -0.183 1.022 0.529
Cl 2.082 0.458 0.065
C 2.725 0.368 1.701
C 4.073 0.603 1.893
C 4.585 0.556 3.180
C 3.753 0.283 4.258
C 2.405 0.044 4.047
C 1.873 0.072 2.761
P 0.128 -0.227 2.376
C -0.808 0.134 3.876
C -1.271 1.434 4.063
C -1.958 1.758 5.223
C -2.192 0.788 6.187
C -1.747 -0.513 5.992
C -1.056 -0.844 4.838
C 0.018 -2.015 2.105
C 0.925 -2.925 2.642
C 0.765 -4.281 2.399
C -0.294 -4.728 1.623
C -1.195 -3.821 1.079
C -1.038 -2.464 1.312
H 4.709 0.835 1.048
H 5.637 0.748 3.341
H 4.157 0.262 5.261
H 1.745 -0.157 4.882
H -1.127 2.174 3.286
H -2.325 2.765 5.365
H -2.736 1.042 7.087
H -1.944 -1.273 6.737
H -0.721 -1.861 4.677
H 1.755 -2.574 3.243
H 1.473 -4.987 2.814
H -0.413 -5.787 1.433
H -2.011 -4.169 0.462
H -1.720 -1.747 0.868
O -1.851 1.645 0.983
S -1.844 2.065 -0.521
O -2.987 2.802 -0.929
O -1.568 0.744 -1.169
O -0.530 2.759 -0.540
*
```

Its expectation value of S² is 0.7724. The value obtained for the gap between HOMO and LUMO (alpha / beta) is 8.743 / 8.873 eV. As for the energy relative to the best compared isomer or geometry (same formula, charge and spin): 0.0 kcal/mol.

***

No. 2
ORCA calculation (ωB97M-V/def2-TZVPD) on a molecular structure, C18H14ClPReS4Sb.

The geometry in ORCA input format:
```
! wB97M-V def2-TZVPD RIJCOSX def2/J DEFGRID3
* xyz 1 4
Re -2.071 1.727 -1.271
S -3.106 3.275 1.734
Sb -5.038 1.621 1.421
S -3.841 0.566 -0.904
S -2.204 3.582 -0.094
S -4.483 0.220 3.027
Cl -0.150 2.751 -2.570
C 1.151 1.544 -2.476
C 2.215 1.739 -3.334
C 3.236 0.799 -3.316
C 3.167 -0.298 -2.469
C 2.084 -0.461 -1.623
C 1.044 0.475 -1.603
P -0.329 0.278 -0.444
C 0.210 0.836 1.178
C 1.496 1.315 1.418
C 1.833 1.746 2.691
C 0.896 1.697 3.714
C -0.385 1.226 3.470
C -0.736 0.799 2.202
C -0.674 -1.486 -0.375
C -1.267 -2.100 -1.476
C -1.514 -3.459 -1.452
C -1.179 -4.205 -0.329
C -0.589 -3.594 0.766
C -0.333 -2.232 0.747
H 2.242 2.587 -4.001
H 4.081 0.923 -3.978
H 3.960 -1.032 -2.469
H 2.032 -1.323 -0.970
H 2.233 1.353 0.625
H 2.830 2.117 2.884
H 1.165 2.034 4.706
H -1.123 1.198 4.260
H -1.744 0.439 2.025
H -1.543 -1.522 -2.350
H -1.977 -3.937 -2.304
H -1.383 -5.266 -0.308
H -0.331 -4.174 1.641
H 0.125 -1.758 1.606
*
```

Its expectation value of S² is 3.7866. The value obtained for the gap between HOMO and LUMO (alpha / beta) is 5.923 / 5.881 eV. As for the energy relative to the best compared isomer or geometry (same formula, charge and spin): 0.0 kcal/mol.

***

No. 3
ORCA calculation (ωB97M-V/def2-TZVPD) on 2 unconnected molecules or ions with the total composition C18H14F3NOS at a distorted geometry.

The geometry in ORCA input format:
```
! wB97M-V def2-TZVPD RIJCOSX def2/J DEFGRID3
* xyz 0 1
C -3.853 0.329 -2.983
C -2.661 0.317 -2.887
C -1.330 0.062 -2.396
C -0.666 -1.065 -2.861
C 0.597 -1.352 -2.363
C 1.153 -0.500 -1.426
C 0.505 0.648 -0.992
C -0.756 0.932 -1.480
N 1.128 1.527 -0.044
C 2.088 2.424 -0.631
F 3.166 2.558 0.147
F 2.480 2.091 -1.863
F 1.554 3.662 -0.738
C 1.611 0.810 1.107
C 1.284 1.229 2.382
C 1.757 0.527 3.468
C 2.570 -0.584 3.338
C 2.901 -1.025 2.065
C 3.744 -2.246 1.866
C 3.140 -3.396 1.508
C 2.411 -0.317 0.967
S 2.751 -0.837 -0.708
H -4.911 0.405 -3.068
H -1.097 -1.740 -3.585
H 1.177 -2.215 -2.657
H -1.278 1.808 -1.125
H 0.672 2.112 2.507
H 1.486 0.857 4.463
H 2.923 -1.128 4.202
H 4.823 -2.208 1.989
H 3.404 -4.333 1.993
H 2.410 -3.461 0.707
C -5.540 0.773 0.011
O -6.413 0.057 -0.862
H -4.535 0.376 -0.106
H -5.540 1.835 -0.248
H -5.861 0.645 1.048
H -7.294 0.423 -0.744
*
```

The value obtained for the gap between HOMO and LUMO is 8.848 eV.

***

No. 4
ORCA calculation (ωB97M-V/def2-TZVPD) on C18H14O5 in the gas phase.

The geometry in ORCA input format:
```
! wB97M-V def2-TZVPD RIJCOSX def2/J DEFGRID3
* xyz 0 1
C -5.932 -1.767 -1.109
O -4.621 -1.569 -0.634
C -4.229 -0.317 -0.312
C -5.008 0.826 -0.406
C -4.499 2.072 -0.046
C -3.211 2.204 0.409
C -2.396 1.068 0.516
C -1.042 1.108 0.964
C -0.295 -0.020 1.034
C 1.121 0.095 1.488
O 1.515 1.026 2.150
O 1.871 -0.910 1.063
C 3.249 -0.904 1.415
C 4.131 -0.422 0.291
C 3.655 0.438 -0.688
C 4.493 0.884 -1.696
C 5.815 0.478 -1.732
C 6.297 -0.378 -0.756
C 5.460 -0.828 0.248
C -0.868 -1.329 0.698
O -0.323 -2.394 0.793
O -2.166 -1.313 0.259
C -2.904 -0.188 0.161
H -6.015 -2.835 -1.298
H -6.108 -1.219 -2.040
H -6.678 -1.472 -0.364
H -6.024 0.762 -0.761
H -5.135 2.940 -0.132
H -2.810 3.165 0.687
H -0.600 2.055 1.240
H 3.389 -0.259 2.293
H 3.496 -1.937 1.677
H 2.625 0.762 -0.667
H 4.110 1.551 -2.454
H 6.468 0.826 -2.519
H 7.328 -0.700 -0.779
H 5.836 -1.499 1.007
*
```

The value obtained for the gap between HOMO and LUMO is 8.378 eV. As for the energy relative to the best compared isomer or geometry (same formula, charge and spin): 3.7 kcal/mol.

***

No. 5
ORCA calculation (ωB97M-V/def2-TZVPD) on a molecular structure, C18H15AsOS4SbSe2Te2Ti at a distorted geometry.

The geometry in ORCA input format:
```
! wB97M-V def2-TZVPD RIJCOSX def2/J DEFGRID3
* xyz -2 2
Ti 2.546 2.262 -0.425
S 4.381 6.578 0.784
Sb 3.578 4.541 0.177
S 3.389 3.614 -1.957
S 4.265 2.454 0.959
S 1.365 4.068 0.483
Se 3.219 0.270 -0.546
Te 2.383 -1.447 -2.070
Te 1.887 -3.814 -2.964
Se 2.171 0.941 -2.008
O 0.681 1.357 0.552
As -0.349 0.052 0.372
C 0.371 -1.636 1.032
C 1.568 -1.572 1.743
C 2.474 -2.628 1.680
C 2.172 -3.745 0.916
C 0.907 -3.892 0.346
C 0.009 -2.835 0.391
C -1.068 -0.184 -1.448
C -1.451 1.033 -2.018
C -1.657 1.121 -3.384
C -1.409 0.018 -4.192
C -0.999 -1.187 -3.642
C -0.880 -1.314 -2.256
C -1.784 0.577 1.564
C -3.045 0.992 1.162
C -3.965 1.400 2.115
C -3.629 1.382 3.458
C -2.366 0.977 3.863
C -1.445 0.577 2.914
H 1.840 -0.629 2.237
H 3.444 -2.516 2.147
H 2.908 -4.505 0.711
H 0.701 -4.764 -0.268
H -0.972 -2.930 -0.059
H -1.502 1.924 -1.385
H -1.958 2.065 -3.823
H -1.492 0.121 -5.262
H -0.675 -2.043 -4.228
H -0.463 -2.286 -1.893
H -3.297 0.982 0.105
H -4.951 1.723 1.810
H -4.353 1.688 4.199
H -2.108 0.958 4.913
H -0.443 0.252 3.193
*
```

Its expectation value of S² is 0.7874. The value obtained for the gap between HOMO and LUMO (alpha / beta) is 4.495 / 4.600 eV. As for the energy relative to the best compared isomer or geometry (same formula, charge and spin): 250.1 kcal/mol.

***

No. 6
ORCA calculation (ωB97M-V/def2-TZVPD) on C18H15B3O3 in the gas phase at a distorted geometry.

The geometry in ORCA input format:
```
! wB97M-V def2-TZVPD RIJCOSX def2/J DEFGRID3
* xyz 0 1
C -4.116 -3.439 0.777
C -2.918 -4.095 1.010
C -1.742 -3.438 0.681
C -1.772 -2.186 0.071
B -0.471 -1.305 -0.158
O -0.462 -0.493 -1.279
B 0.389 0.561 -1.423
C 0.116 1.592 -2.479
C 0.106 2.913 -1.977
C -0.433 3.921 -2.737
C -0.986 3.716 -3.960
C -0.977 2.406 -4.398
C -0.472 1.322 -3.719
O 1.496 0.691 -0.571
B 1.635 -0.343 0.443
C 2.622 -0.050 1.652
C 2.180 -0.547 2.868
C 2.850 -0.190 4.027
C 4.081 0.503 3.954
C 4.491 0.967 2.714
C 3.736 0.706 1.605
O 0.603 -1.271 0.706
C -3.009 -1.597 -0.153
C -4.180 -2.203 0.137
H -4.997 -4.033 0.974
H -2.942 -4.758 1.813
H -0.819 -3.665 1.110
H 0.359 3.037 -0.918
H -0.684 4.908 -2.295
H -1.399 4.516 -4.486
H -1.501 2.306 -5.322
H -0.603 0.343 -4.170
H 1.309 -1.122 3.105
H 2.485 -0.569 4.986
H 4.681 0.654 4.823
H 5.408 1.467 2.606
H 4.050 1.189 0.661
H -2.974 -0.605 -0.625
H -5.139 -1.811 -0.054
*
```

The value obtained for the gap between HOMO and LUMO is 9.715 eV. As for the energy relative to the best compared isomer or geometry (same formula, charge and spin): 34.7 kcal/mol.

***

No. 7
ORCA calculation (ωB97M-V/def2-TZVPD) on a molecular structure, C18H15BCl2N9Pt.

The geometry in ORCA input format:
```
! wB97M-V def2-TZVPD RIJCOSX def2/J DEFGRID3
* xyz 2 2
Pt -0.189 0.986 0.614
C -1.939 2.524 2.884
C -2.571 2.210 1.690
N -2.051 1.520 0.692
N 0.152 1.453 2.533
C -0.623 2.100 3.317
B 1.436 0.594 2.943
N 0.791 -0.799 2.731
C 0.794 -1.959 3.404
C -0.008 -2.857 2.729
C -0.492 -2.157 1.625
N 0.000 -0.921 1.635
N 2.414 0.851 1.766
C 3.737 1.024 1.647
C 4.045 1.154 0.304
C 2.829 1.054 -0.362
N 1.858 0.858 0.529
N 2.052 0.794 4.268
C 3.107 0.119 4.810
C 3.340 0.641 6.053
C 2.365 1.647 6.198
N 1.591 1.741 5.134
H -2.511 3.086 3.616
H -3.594 2.555 1.569
H -0.292 2.280 4.337
H 1.359 -2.067 4.315
H -0.208 -3.881 2.988
H -1.147 -2.494 0.843
H 4.373 1.045 2.516
H 5.018 1.305 -0.128
H 2.605 1.114 -1.414
H 3.607 -0.674 4.275
H 4.097 0.346 6.757
H 2.201 2.304 7.038
Cl -2.606 -1.009 -1.192
C -2.265 0.074 -2.436
C -3.023 0.075 -3.565
C -2.718 0.982 -4.596
C -1.661 1.892 -4.559
C -0.852 1.906 -3.457
Cl 0.452 2.957 -3.359
C -1.124 1.009 -2.298
N -0.366 1.097 -1.293
H -3.850 -0.612 -3.672
H -3.344 0.969 -5.481
H -1.477 2.561 -5.387
*
```

Its expectation value of S² is 0.8464. The value obtained for the gap between HOMO and LUMO (alpha / beta) is 4.838 / 5.088 eV. As for the energy relative to the best compared isomer or geometry (same formula, charge and spin): 55.4 kcal/mol.

***

No. 8
ORCA calculation (ωB97M-V/def2-TZVPD) on a molecular structure, C18H15Br3MnN3O6 at a distorted geometry.

The geometry in ORCA input format:
```
! wB97M-V def2-TZVPD RIJCOSX def2/J DEFGRID3
* xyz -1 6
Mn -6.631 20.500 -11.583
Br -6.380 22.817 -12.685
Br -4.504 19.189 -11.582
Br -7.031 21.373 -9.124
C -10.100 18.308 -17.437
C -8.831 18.641 -17.911
C -7.834 18.983 -17.008
C -8.080 19.108 -15.637
C -9.406 18.871 -15.190
C -10.425 18.570 -16.115
N -7.067 19.491 -14.660
O -6.030 19.738 -15.191
O -7.280 19.661 -13.449
H -10.864 18.061 -18.158
H -8.650 18.468 -18.961
H -6.844 19.130 -17.415
H -9.635 18.981 -14.141
H -11.436 18.483 -15.745
C -13.328 19.119 -8.415
C -13.589 18.692 -9.703
C -12.711 19.153 -10.743
C -11.507 19.930 -10.476
C -11.251 20.185 -9.120
C -12.160 19.850 -8.097
N -10.661 20.460 -11.574
O -11.199 20.533 -12.662
O -9.468 20.760 -11.497
H -14.166 18.995 -7.745
H -14.516 18.144 -9.781
H -12.777 18.919 -11.795
H -10.379 20.786 -8.909
H -11.992 20.114 -7.063
C -11.458 14.879 -11.055
C -11.545 15.574 -9.793
C -10.549 16.479 -9.526
C -9.460 16.703 -10.322
C -9.397 16.015 -11.594
C -10.479 15.128 -12.022
N -8.529 17.729 -9.956
O -8.655 18.378 -8.907
O -7.602 17.920 -10.669
H -12.235 14.211 -11.394
H -12.350 15.321 -9.119
H -10.681 16.979 -8.578
H -8.594 16.138 -12.305
H -10.441 14.584 -12.954
*
```

Its expectation value of S² is 8.7561. The value obtained for the gap between HOMO and LUMO (alpha / beta) is 5.560 / 5.710 eV.

***

> Number 2 is which compound?

C18H14ClPReS4Sb